Molecular formula: C17H32IInN3O4Se
Method: DFT, wB97M-V/def2-TZVPD

Last column: natural (NBO) charge in e.
Positions of all 59 atoms, in Å:
I 4.63 -1.18 -1.73  0.1269
In 0.44 0.30 0.28  1.2997
Se 0.64 2.63 1.01  -0.8274
O 0.19 -2.11 -1.06  -0.5682
O -1.97 1.45 -0.56  -0.5296
O -2.03 -1.15 0.17  -0.5470
O -0.26 0.29 -2.32  -0.5482
N -0.33 -0.07 2.93  -0.8691
N 2.81 1.13 -1.82  -0.5175
N 1.99 -1.42 0.87  -0.8895
C 5.11 1.81 -1.73  -0.2909
C 0.45 -0.76 -2.99  -0.1026
C 0.05 -2.12 -2.48  -0.0951
C -3.03 0.99 0.25  -0.0802
C 4.10 0.86 -1.76  0.1052
C -1.61 0.46 -2.73  -0.0851
C -2.09 -2.48 -0.31  -0.0903
C -2.19 1.61 -1.94  -0.0864
C -0.68 -3.00 -0.36  -0.0825
C 2.09 -2.17 3.27  -0.4097
C 2.45 2.42 -1.90  0.0766
C 0.01 -0.88 4.13  -0.2124
C -3.28 -0.48 0.07  -0.0935
C 4.71 3.14 -1.75  -0.1316
C 3.37 3.45 -1.84  -0.2351
C 2.86 -1.67 2.04  -0.2190
C 1.49 -1.19 4.29  -0.4116
H -3.97 -0.83 0.84  0.1972
H -1.28 0.26 3.02  0.3758
H -3.26 1.71 -2.17  0.1923
H 0.72 -2.86 -2.91  0.2063
H 1.45 -2.26 0.68  0.3899
H 0.31 -0.71 -4.07  0.2005
H -2.56 -2.50 -1.29  0.1769
H 2.06 -0.25 4.30  0.2136
H 3.03 4.48 -1.85  0.2378
H 3.59 -2.44 1.78  0.2027
H 2.57 -1.28 0.04  0.4058
H 1.50 -0.58 -2.75  0.2372
H 6.15 1.53 -1.69  0.2422
H -0.32 -0.34 5.02  0.1939
H -0.31 -3.07 0.66  0.1932
H -0.97 -2.37 -2.76  0.1809
H 1.60 -1.63 5.28  0.2275
H 3.41 -0.76 2.25  0.2170
H -2.68 -3.11 0.36  0.2008
H 2.79 -2.81 3.80  0.2291
H -2.71 1.18 1.28  0.2074
H -2.19 -0.46 -2.57  0.1631
H -1.64 0.71 -3.80  0.1982
H -1.68 2.53 -2.23  0.2133
H 5.46 3.93 -1.69  0.2341
H -0.55 -1.82 4.10  0.1836
H 1.40 2.61 -1.99  0.2202
H -3.95 1.55 0.06  0.1977
H 1.27 -2.82 2.92  0.1923
H -3.74 -0.68 -0.91  0.1743
H 0.23 0.78 2.97  0.4027
H -0.66 -3.99 -0.81  0.2067

Output
* frontier orbital gap: 6.6 eV
* total charge: +1
* E: -109422.5732 eV
* energy relative to the best compared isomer or geometry (same formula, charge and spin): 35.2 kcal per mole